{"formula": "C4H6InO3", "method": "ωB97M-V/def2-TZVPD", "spin_multiplicity": 2, "e_homo_ev": [-19.331, -19.340], "total_charge": 2, "homo_lumo_gap_ev": [8.467, 7.574], "relative_energy_ev": 3.579, "e_tot_ev": -15537.173, "elements": ["H", "C", "H", "H", "C", "O", "C", "O", "In", "O", "C", "H", "H", "H"], "positions_angstrom": [[3.093, -2.081, 0.634], [2.960, -2.628, -0.526], [3.710, -2.776, -1.320], [2.465, -3.566, -0.230], [2.452, -1.388, -0.349], [0.469, 1.803, 0.660], [-0.688, 1.394, 0.344], [-0.836, 0.238, -0.148], [1.079, 0.061, 0.050], [-1.700, 2.208, 0.527], [-3.005, 1.756, 0.154], [-3.040, 1.542, -0.920], [-3.274, 0.861, 0.725], [-3.684, 2.577, 0.397]]}